Molecular formula: C23H30N4O3S
Method: DFT, ωB97M-V/def2-TZVPD

CARTESIAN COORDINATES (ANGSTROEM)
C  -5.5221  0.1486  -2.3307
C  -5.5139  0.4787  -0.8366
C  -5.8013  1.9639  -0.6058
C  -4.2001  0.0831  -0.2101
C  -3.0025  0.6549  -0.6250
C  -1.7999  0.2827  -0.0570
C  -1.7756  -0.6700  0.9547
N  -0.5337  -1.0661  1.5149
C  -0.1240  -2.4442  1.2918
C  0.6953  -2.6437  0.0034
O  0.2329  -3.1844  -0.9806
N  1.9518  -2.1987  0.1223
C  2.9439  -2.3007  -0.9240
C  3.4099  -0.9061  -1.3574
C  4.5386  -0.5911  -0.3812
C  5.3000  -1.9138  -0.3097
C  4.2146  -2.9978  -0.3936
C  0.3160  -0.2013  2.1156
O  1.4964  -0.4710  2.2894
C  -0.2984  1.0665  2.6791
C  0.2740  2.3357  2.0370
C  1.7635  2.3997  2.2625
O  2.2768  2.5190  3.3464
N  2.5834  2.3666  1.1453
C  2.3004  2.3290  -0.1863
N  1.1703  2.0677  -0.7475
C  1.2475  2.1383  -2.1009
C  2.4613  2.4614  -2.6043
S  3.5963  2.7038  -1.3280
C  -2.9633  -1.2500  1.3790
C  -4.1593  -0.8722  0.7977
H  -6.4982  0.3669  -2.7579
H  -5.3026  -0.9051  -2.4867
H  -4.7768  0.7356  -2.8613
H  -6.3093  -0.1010  -0.3553
H  -5.7979  2.1904  0.4582
H  -6.7761  2.2245  -1.0117
H  -5.0515  2.5836  -1.0910
H  -3.0024  1.3955  -1.4103
H  -0.8722  0.7183  -0.3961
H  -1.0206  -3.0607  1.2162
H  0.4797  -2.7637  2.1464
H  2.1914  -1.6700  0.9574
H  2.4693  -2.8530  -1.7385
H  2.5873  -0.1950  -1.3201
H  3.7942  -0.9424  -2.3774
H  5.1698  0.2316  -0.7153
H  4.1251  -0.3391  0.5971
H  5.8950  -1.9986  0.5979
H  5.9737  -1.9915  -1.1642
H  4.5171  -3.8116  -1.0503
H  4.0086  -3.4226  0.5886
H  -1.3828  1.0549  2.5765
H  -0.0360  1.0771  3.7410
H  0.0392  2.3704  0.9768
H  -0.1655  3.2006  2.5395
H  3.5680  2.4404  1.3787
H  0.3639  1.9287  -2.6753
H  2.7604  2.5655  -3.6262
H  -2.9518  -1.9885  2.1671
H  -5.0781  -1.3295  1.1359

Results
- E_LUMO: 0.53 eV
- Charge: 0
- SMILES string: CC(C)c1ccc(N(CC(=O)NC2CCCC2)C(=O)CCC(=O)Nc2nccs2)cc1
- ΔE to the lowest compared entry with this formula, charge and spin: 56.8 kJ/mol
- Molar mass: 442.6 g mol⁻¹
- Orbital gap: 9.251 eV
- Highest occupied orbital energy: -8.7 eV
- Max |F|: 1.2 eV/Å

Molecular formula: C29H49AsBrIrN9O
Method: DFT, ωB97M-V/def2-TZVPD

CARTESIAN COORDINATES (ANGSTROEM)
Ir  0.0598  0.6683  -0.4688
C  1.8657  2.5241  3.7005
N  0.4194  2.3223  3.5793
C  -0.3243  2.1823  4.8379
C  -1.6377  1.5620  4.3912
N  -1.3693  1.1469  3.0001
C  -2.5739  0.8941  2.2322
C  -0.2475  1.7717  2.5411
N  0.1344  1.8751  1.2598
C  1.0616  3.0069  1.0046
C  0.9555  3.4325  -0.4282
N  0.9896  2.1939  -1.2400
C  1.5123  2.4087  -2.5157
N  0.8269  2.3331  -3.6479
C  -0.6204  2.2993  -3.8013
C  1.6507  2.8459  -4.7632
C  3.0494  2.9378  -4.1428
N  2.7703  2.7601  -2.7079
C  3.8556  2.7879  -1.7428
H  2.1444  2.3062  4.7292
H  2.1615  3.5503  3.4903
H  2.4171  1.8456  3.0539
H  -0.4569  3.1492  5.3192
H  0.2325  1.5368  5.5188
H  -2.4537  2.2875  4.3948
H  -1.9413  0.7077  4.9941
H  -3.2285  0.2679  2.8381
H  -2.3408  0.3639  1.3204
H  -3.1084  1.8181  2.0022
H  2.0988  2.7226  1.1922
H  0.8152  3.8476  1.6523
H  1.7903  4.0891  -0.6748
H  0.0310  3.9716  -0.6378
H  -1.0616  1.6563  -3.0474
H  -0.8433  1.8892  -4.7847
H  -1.0447  3.3026  -3.7398
H  1.2641  3.8194  -5.0690
H  1.6023  2.1708  -5.6145
H  3.5411  3.8920  -4.3197
H  3.7122  2.1378  -4.4778
H  4.6820  2.1826  -2.1175
H  3.5218  2.3843  -0.7888
H  4.2117  3.8086  -1.6041
C  -3.7385  -2.9926  -1.9371
C  -3.4831  -1.5521  -1.5960
C  -4.4717  -0.5750  -1.7024
C  -4.1655  0.7418  -1.4247
C  -2.8826  1.0746  -1.0204
Br  -2.5320  2.8855  -0.6916
N  -1.9195  0.1458  -0.8721
C  -2.2341  -1.1333  -1.1823
H  -4.8043  -3.1889  -2.0283
H  -3.3394  -3.6623  -1.1748
H  -3.2750  -3.2525  -2.8901
H  -5.4740  -0.8407  -2.0158
H  -4.9067  1.5231  -1.5195
H  -1.4222  -1.8421  -1.1187
C  1.8838  -1.0629  2.0723
As  0.3911  -1.3754  0.8891
C  0.9526  -2.9393  -0.1084
C  -1.0130  -2.1431  2.1047
C  -0.6070  -3.3608  2.8232
C  -0.8937  -4.6524  2.2878
C  -0.5830  -5.7747  2.9938
C  0.0462  -5.6533  4.2651
C  0.3521  -4.3777  4.8085
C  0.0379  -3.2593  4.0982
H  2.1337  -1.9652  2.6286
H  1.6429  -0.2527  2.7579
H  2.7494  -0.7766  1.4747
H  1.4344  -3.6367  0.5762
H  1.6692  -2.6444  -0.8714
H  0.1101  -3.4354  -0.5878
H  -1.8717  -2.3307  1.4570
H  -1.2363  -1.3191  2.7845
H  -1.3958  -4.7334  1.3320
H  -0.8177  -6.7600  2.6132
H  0.2894  -6.5499  4.8234
H  0.8170  -4.3090  5.7830
H  0.2402  -2.2767  4.5061
C  -0.0711  -1.7798  -4.6172
N  1.2110  -1.4593  -3.9886
C  1.3241  -0.8005  -2.8424
N  2.5522  -0.5763  -2.3323
O  0.2683  -0.3982  -2.2561
H  0.0879  -1.8874  -5.6864
H  -0.7770  -0.9727  -4.4423
H  -0.4757  -2.7131  -4.2269
H  2.0485  -1.7983  -4.4370
H  3.3867  -0.9439  -2.7606
H  2.6368  -0.0736  -1.4654

Results
- E_LUMO (spin up / spin down): -11.28 / -14.03 eV
- Multiplicity: 2
- Charge: +4
- ΔE to the lowest compared entry with this formula, charge and spin: 0.0 kJ/mol
- Molar mass: 886.8 g mol⁻¹
- Orbital gap (spin up / spin down): 7.465 / 4.707 eV
- Highest occupied orbital energy (spin up / spin down): -18.7 / -18.7 eV
- ⟨S²⟩: 0.768
- Max |F|: 0.2 eV/Å

Molecular formula: C3H5NO3
Method: DFT, ωB97M-V/def2-TZVPD

CARTESIAN COORDINATES (ANGSTROEM)
C  1.0139  -1.0253  -0.1244
C  0.1746  -0.1481  0.2920
C  -0.0063  0.3283  1.6932
O  -0.7897  0.4219  -0.4924
N  -0.8853  0.7148  -1.9123
O  -1.9671  1.0585  -2.2053
O  0.0199  0.6281  -2.6748
H  0.8643  -1.2860  -1.1231
H  1.6711  -1.7559  0.4462
H  -1.0110  -0.0815  1.9821
H  0.7316  -0.1727  2.3680
H  0.1839  1.3178  1.7511

Results
- E_LUMO: 0.38 eV
- Charge: 0
- SMILES string: C=C(C)O[N+](=O)[O-]
- ΔE to the lowest compared entry with this formula, charge and spin: 651.9 kJ/mol
- Molar mass: 103.1 g mol⁻¹
- Orbital gap: 10.356 eV
- Highest occupied orbital energy: -10.0 eV
- Max |F|: 4.5 eV/Å

E values (in eV) by entry order: -47278.2000; -180010.9846; -10818.9313.